[1]
Entry from OMol25: 7 unconnected molecules or ions with the total composition C57H65F3I2N2O7P (the ωB97M-V functional and the def2-TZVPD basis).

```
137
Properties=species:S:1:pos:R:3
C 0.246 -1.537 1.184
C -0.481 -1.493 -0.129
O 0.327 -2.146 -1.160
C -0.236 -1.930 -2.385
O -1.225 -2.505 -2.715
C 0.471 -0.948 -3.258
C 0.081 0.504 -2.867
C 1.144 1.041 -1.919
C 0.765 2.331 -1.211
C 1.858 2.589 -0.103
F 3.027 1.992 -0.397
F 1.495 2.077 1.074
F 2.114 3.878 0.102
O -0.427 2.034 -0.543
P -1.363 3.481 -0.117
C -2.725 2.938 -1.310
C -4.152 3.005 -0.760
N -5.017 3.997 -1.428
O -2.204 2.527 1.207
N -2.290 1.192 1.132
O -3.151 0.761 1.834
C -2.310 5.068 0.474
I -2.583 5.187 2.601
C -2.776 6.132 -0.173
C -3.495 7.299 0.454
I -2.543 6.423 -2.253
O -0.400 4.362 -1.269
C 0.333 3.518 -2.081
C 1.281 4.229 -3.027
O 2.472 4.803 -2.512
C 3.611 4.056 -2.492
C 4.578 4.426 -1.540
C 5.794 3.742 -1.461
C 6.081 2.686 -2.338
C 5.121 2.327 -3.295
C 3.903 3.014 -3.373
H 1.052 -0.808 1.220
H 0.668 -2.524 1.363
H -0.465 -1.293 1.966
H -0.665 -0.458 -0.410
H -1.453 -1.973 -0.044
H 1.541 -1.053 -3.085
H 0.297 -1.168 -4.304
H 0.008 1.080 -3.784
H -0.890 0.451 -2.389
H 1.285 0.304 -1.132
H 2.092 1.093 -2.454
H -0.401 3.826 0.862
H -2.504 1.888 -1.472
H -2.622 3.413 -2.280
H -4.601 2.018 -0.891
H -4.178 3.199 0.305
H -5.640 4.432 -0.767
H -5.559 3.581 -2.169
H -3.822 7.986 -0.318
H -4.386 6.947 0.964
H -2.827 7.792 1.153
H -0.362 3.038 -2.792
H 1.462 3.568 -3.872
H 0.713 5.068 -3.413
H 4.384 5.239 -0.859
H 6.531 4.004 -0.717
H 7.026 2.173 -2.262
H 5.337 1.509 -3.966
H 3.197 2.722 -4.134
C 9.055 3.892 -4.169
C 9.539 3.454 -5.394
C 10.828 2.947 -5.491
C 11.631 2.872 -4.361
C 11.146 3.307 -3.136
C 9.859 3.819 -3.040
H 8.050 4.286 -4.091
H 8.910 3.507 -6.273
H 11.207 2.609 -6.448
H 12.635 2.473 -4.436
H 11.771 3.247 -2.254
H 9.481 4.162 -2.086
C -0.764 9.023 -6.477
C 0.563 9.111 -6.873
C 1.477 8.154 -6.455
C 1.062 7.106 -5.645
C -0.266 7.016 -5.252
C -1.178 7.977 -5.665
H -1.477 9.772 -6.800
H 0.886 9.928 -7.507
H 2.514 8.227 -6.758
H 1.777 6.360 -5.319
H -0.592 6.200 -4.621
H -2.212 7.910 -5.351
C -3.245 -4.361 -0.232
C -2.360 -5.057 0.578
C -2.820 -6.086 1.387
C -4.167 -6.423 1.382
C -5.053 -5.728 0.571
C -4.592 -4.695 -0.234
H -2.880 -3.559 -0.863
H -1.309 -4.795 0.575
H -2.128 -6.625 2.024
H -4.527 -7.229 2.010
H -6.103 -5.992 0.567
H -5.283 -4.149 -0.864
C -5.388 -6.056 7.258
C -4.422 -7.029 7.474
C -3.733 -7.572 6.399
C -4.006 -7.138 5.109
C -4.971 -6.164 4.892
C -5.664 -5.625 5.967
H -5.927 -5.632 8.097
H -4.206 -7.363 8.481
H -2.982 -8.334 6.566
H -3.465 -7.558 4.270
H -5.180 -5.824 3.887
H -6.417 -4.866 5.799
C -7.129 -8.113 10.704
C -6.852 -8.867 9.572
C -6.646 -10.235 9.684
C -6.724 -10.850 10.926
C -7.004 -10.096 12.057
C -7.204 -8.727 11.947
H -7.287 -7.045 10.617
H -6.795 -8.388 8.603
H -6.424 -10.821 8.802
H -6.566 -11.917 11.012
H -7.066 -10.575 13.026
H -7.418 -8.138 12.830
C 3.496 -2.304 -1.200
C 4.715 -1.969 -1.774
C 5.844 -2.732 -1.510
C 5.753 -3.836 -0.674
C 4.534 -4.174 -0.102
C 3.406 -3.406 -0.363
H 2.618 -1.712 -1.401
H 4.785 -1.107 -2.428
H 6.796 -2.465 -1.953
H 6.632 -4.434 -0.469
H 4.462 -5.036 0.549
H 2.455 -3.664 0.083
```

Computed properties:
- largest force on an atom (eV Å⁻¹) = 1.08
- E_LUMO (eV) = 1.97
- E_HOMO (hartree) = -0.212
- net charge = -1
- calculated total energy (eV) = -111117.563


[2]
Entry from OMol25: C3H3N5 in the gas phase (the ωB97M-V functional and the def2-TZVPD basis).

```
11
Properties=species:S:1:pos:R:3
C 1.194 -0.352 -0.327
C -0.637 -1.247 0.641
C -1.124 0.939 -0.088
H 1.880 0.635 -1.956
H -1.057 -1.907 1.575
H -1.757 1.812 -0.282
N 1.564 -0.293 -1.551
N 0.586 -1.367 0.465
N -1.557 -0.299 0.148
N -0.074 1.322 0.618
N 0.983 0.756 0.758
```

Computed properties:
- largest force on an atom (eV Å⁻¹) = 5.54
- E_LUMO (eV) = -0.68
- E_HOMO (hartree) = -0.342
- ΔE to the lowest compared entry with this formula, charge and spin (kJ/mol) = 309.3
- calculated total energy (eV) = -10605.662


[3]
Entry from OMol25: 2 unconnected molecules or ions with the total composition C20H33BrClFNO7P (the ωB97M-V functional and the def2-TZVPD basis).

```
65
Properties=species:S:1:pos:R:3
C -3.755 2.008 2.327
C -2.549 1.840 1.761
C -1.402 1.054 2.346
C -1.800 -0.479 2.191
C -2.570 -0.806 0.926
F -2.653 -0.782 3.255
C -1.316 1.169 3.890
O -1.999 1.785 4.673
N -0.178 0.387 4.154
C 0.810 0.910 3.177
P 2.449 0.077 3.029
O 2.066 -1.390 3.639
Cl 3.481 0.982 4.611
C 0.063 1.409 1.893
C 0.532 0.837 0.547
C 0.648 -0.686 0.417
C 1.722 -1.131 -0.581
C 1.891 -2.640 -0.483
O 2.418 -3.037 0.795
C 1.608 -3.834 1.517
O 0.403 -3.762 1.563
C 0.025 2.958 1.722
C 1.314 3.767 1.495
C 2.625 3.289 2.080
Br 1.618 4.094 -0.432
H -4.261 2.955 2.201
H -4.218 1.235 2.925
H -2.397 2.275 0.778
H -0.930 -1.114 2.284
H -3.629 -0.626 1.066
H -2.467 -1.871 0.713
H -2.194 -0.273 0.058
H 0.198 0.468 5.091
H 1.103 1.862 3.634
H 2.812 -1.965 3.444
H -0.084 1.222 -0.265
H 1.532 1.237 0.373
H 0.781 -1.214 1.356
H -0.288 -1.055 0.009
H 2.691 -0.686 -0.360
H 1.347 -0.874 -1.570
H 0.986 -3.186 -0.734
H 2.631 -2.924 -1.231
H 2.142 -4.597 2.096
H -0.573 3.131 0.837
H -0.515 3.386 2.567
H 1.134 4.761 1.887
H 3.375 4.057 1.896
H 2.592 3.158 3.157
H 3.007 2.401 1.583
C 0.574 -0.043 -7.155
C -0.902 0.027 -6.827
O -1.420 -1.255 -6.441
C -1.157 -1.624 -5.192
O -0.552 -0.984 -4.371
O -1.669 -2.839 -4.998
C -1.390 -3.373 -3.705
H 0.760 -0.813 -7.904
H 0.923 0.915 -7.538
H 1.159 -0.295 -6.271
H -1.470 0.315 -7.709
H -1.105 0.762 -6.049
H -1.687 -2.681 -2.920
H -0.328 -3.603 -3.622
H -1.964 -4.290 -3.605
```

Computed properties:
- largest force on an atom (eV Å⁻¹) = 2.53
- E_LUMO (eV) = 0.39
- E_HOMO (hartree) = -0.322
- calculated total energy (eV) = -131668.827